1.
Here is 11 unconnected molecules or ions with the total composition C35H52N14O3 in a non-equilibrium geometry from the Open Molecules 2025 dataset. Energies are from ωB97M-V with the def2-TZVPD basis set.

```
104
Properties=species:S:1:pos:R:3:mulliken_charge:R:1
N -2.053 3.799 4.242 -0.0015
C 5.395 -0.984 -3.598 -0.7876
H -0.116 0.660 -4.973 0.2881
H 0.203 1.312 7.965 0.2039
H -2.350 1.212 -0.838 0.6279
H -2.314 3.688 0.808 0.4450
H 2.971 1.166 3.364 0.3775
H 4.283 1.352 -2.812 0.2114
H 1.842 1.909 0.413 0.1137
C -4.046 3.996 3.307 -0.4455
C 3.172 -1.315 -3.371 -0.9601
N -0.003 3.374 -3.323 -0.4776
C 0.693 -4.560 -2.346 -0.5987
C -0.497 2.531 -4.294 0.4784
H -2.072 4.848 -1.350 0.2405
C 0.154 0.043 5.067 0.3685
H 3.879 -0.321 5.413 0.4549
H 5.876 -1.507 -1.530 0.4244
N -0.681 -0.030 -1.155 0.6375
N 4.172 -0.983 -4.238 0.0680
N 0.277 1.410 -4.428 -0.3406
C 4.115 -1.897 3.821 -0.7501
H 2.026 -4.181 0.672 0.5441
H 2.152 -1.314 -3.720 0.5146
C -4.905 3.443 -1.265 -0.9184
N -0.345 -4.126 -1.543 0.0660
H -1.818 -0.214 7.711 0.4027
C 0.015 -2.048 -5.297 0.0148
H 2.761 -4.954 -1.918 0.4409
N -1.863 -0.929 -4.953 0.0554
H 0.821 -2.757 -5.217 0.5487
C 1.432 -4.278 -0.221 -0.6122
H -2.845 5.769 3.870 0.4247
H -5.006 3.008 0.944 0.4744
H 0.548 2.875 -2.632 0.4293
C 0.242 -0.660 -0.371 -1.7729
C -1.613 0.591 -0.355 -1.2437
H -4.861 4.561 2.882 0.4753
N 3.341 -0.581 2.197 0.3288
C -2.563 2.533 4.113 -0.1843
C -3.128 3.717 0.104 -0.5400
C 3.315 0.142 3.364 -0.5565
C 3.754 -1.615 -2.159 0.4713
C -0.156 -0.555 0.934 0.1077
N -3.697 -4.746 1.781 -0.4240
H -1.930 -3.368 2.920 0.2333
H -0.558 -3.656 0.524 0.2238
H -2.695 -0.570 -4.518 0.2721
H -1.904 0.171 -6.820 0.3561
H 4.802 1.868 -1.233 0.1636
H -1.845 0.640 1.815 0.8282
H -0.650 4.075 -3.016 0.1678
N 2.750 1.789 -0.003 -0.4196
H 0.526 -4.563 -3.410 0.4958
H 4.079 -0.799 -5.221 0.1804
C 0.101 -3.938 -0.281 -0.3719
C -1.308 0.292 0.944 -0.6648
C -1.423 -0.555 -6.189 -0.9698
H -3.857 4.506 -2.975 0.4227
H 1.601 1.501 5.952 0.4318
C 3.763 -0.634 4.390 -0.4445
H -1.963 1.702 4.445 0.3040
H 3.241 -1.926 -1.264 0.7683
H -0.536 0.123 -2.141 -0.0587
C 3.866 -1.820 2.480 -0.3977
C 1.794 -4.662 -1.537 -0.4747
C -4.454 3.324 0.075 -0.0936
H -1.188 4.024 4.697 0.2053
H 3.533 1.644 0.610 0.2501
C 0.750 0.843 6.008 -0.9589
C -3.281 -3.510 1.352 0.5407
H -4.365 1.754 3.246 0.4350
C -0.264 -1.234 -6.434 -0.6796
N 4.074 1.562 -1.854 -0.3392
C -1.072 -0.053 6.953 -0.6739
H 6.284 -0.569 -4.038 0.3795
O 1.815 1.517 -2.054 -0.4449
H -1.304 -3.975 -1.806 0.3321
C -3.938 4.120 -1.973 -0.3907
H -1.968 -2.066 1.729 0.1799
H 0.467 -0.025 4.041 0.2840
O -3.770 -2.960 0.387 -0.6269
N -2.394 -2.857 2.190 -0.3616
H 0.397 -1.127 -7.278 0.3774
C 5.143 -1.409 -2.317 -1.0902
N 0.031 0.727 7.166 0.0120
C -3.807 2.624 3.553 -0.5385
O -1.502 2.736 -4.955 -0.6914
H -3.143 -5.327 2.382 0.1838
C -0.982 -1.810 -4.394 -0.8559
H 4.352 -2.826 4.313 0.3811
H -5.802 3.090 -1.748 0.3994
C 2.818 1.594 -1.353 0.3353
H -1.770 -1.093 5.185 0.4551
C -2.996 4.704 3.818 -0.6124
H 3.043 -0.243 1.297 0.1409
H 1.067 1.326 -3.807 0.3980
H 1.076 -1.178 -0.817 0.4941
H 0.347 -0.950 1.801 0.9817
H -1.144 -2.191 -3.399 0.7765
H -4.453 -5.105 1.229 0.2496
N -2.927 4.396 -1.083 -0.0326
H 3.980 -2.543 1.688 0.4851
C -1.010 -0.493 5.659 -0.5572
```

Max |F| ... 0.03799 Eh/bohr
Structure (SMILES) ... c1cc[nH]c1.c1cc[nH]c1.c1cc[nH]c1.c1cc[nH]c1.c1cc[nH]c1.c1cc[nH]c1.c1cc[nH]c1.c1cc[nH]c1.NC(N)=O.NC(N)=O.NC(N)=O
Highest occupied orbital energy ... -7.74 eV
ΔE to the lowest compared entry with this formula, charge and spin ... 0.0 kJ/mol
Kohn-Sham gap ... 8.0 eV

=====

2.
Here is a molecular structure, C35H52OP3SbSc in a non-equilibrium geometry from the Open Molecules 2025 dataset. Energies are from ωB97M-V with the def2-TZVPD basis set.

```
93
Properties=species:S:1:pos:R:3:mulliken_charge:R:1
Sb -0.758 0.080 2.444 0.7013
C -3.835 -3.166 2.898 -0.6912
H 3.900 -2.174 -3.104 0.4801
H -2.341 1.128 -2.113 0.3904
Sc 0.711 -0.026 -0.341 -1.1559
C -2.794 2.452 5.635 -0.6462
H -1.077 -2.032 -0.146 0.3104
C -0.975 3.358 -0.553 -1.2328
H -2.048 1.137 -6.554 0.3203
H -0.279 -3.824 -6.188 0.3845
C -0.641 -1.726 -6.560 -0.3922
C 0.302 -0.848 4.158 1.1563
C -1.613 1.687 3.660 0.3407
C 1.773 -2.009 6.268 -0.6257
C -2.672 -1.152 -7.767 -0.6740
H 2.678 -2.888 -2.015 0.4058
H -1.786 2.967 0.069 0.3680
H 0.304 -2.850 3.307 0.4622
H 3.851 -0.838 1.763 0.3530
C -2.351 1.404 4.814 -0.2654
C -2.116 -3.493 -7.319 -0.4448
C 2.493 1.653 2.877 -1.3180
O -1.460 0.423 -6.237 -0.3861
C 0.611 -0.102 5.303 -0.3250
H 4.291 0.340 -3.577 0.5197
H 1.266 2.494 -3.455 0.3518
H 4.559 -0.059 0.300 0.3389
H -2.376 -4.569 -7.387 0.3729
H 0.972 -2.113 1.479 -0.2594
H 0.257 -1.382 -6.056 0.4271
C -2.520 -1.211 2.314 0.6811
H -2.869 4.601 5.928 0.4025
H 2.050 -2.566 0.078 0.3877
C -1.347 3.016 3.305 -0.2122
H 0.231 3.878 -2.991 0.5347
H -5.385 -1.359 0.457 0.4136
H 2.364 -2.453 7.073 0.4262
H 2.654 3.490 0.507 0.3621
H 2.195 0.831 3.529 0.3079
H -3.347 2.224 6.547 0.4398
C 4.104 0.119 1.286 -1.3281
H 1.590 -0.081 7.230 0.4427
H 3.787 2.517 -0.495 0.3365
C 3.359 -2.043 -2.158 -1.4376
H 1.160 0.332 -4.162 0.5055
H -3.956 -4.070 3.494 0.4321
P -0.166 2.031 -1.495 1.2828
C 3.377 2.664 0.512 -1.2512
H -1.863 2.525 -3.133 0.4486
H 1.709 3.506 -2.050 0.3189
H 0.698 -1.326 -3.694 0.3646
H -1.161 0.900 -3.436 0.2632
C 1.550 -0.640 -3.821 -1.5753
H -5.683 -3.445 1.800 0.4144
H -3.307 -0.411 -8.248 0.3821
H -1.989 -2.612 3.872 0.4685
H 4.527 0.723 -1.851 0.4113
H -3.831 -2.865 -8.468 0.3794
C -1.810 4.063 4.117 -0.6649
H -2.573 0.375 5.106 0.4192
C -3.495 -0.841 1.377 -0.6903
C -2.526 3.783 5.290 -0.6179
C 1.076 -2.153 0.381 -0.0218
C 0.643 -2.206 4.124 -0.9414
C -1.511 1.595 -2.660 -1.2118
H 1.809 2.491 3.020 0.3758
H 1.692 -3.829 5.098 0.4354
H -0.255 3.879 0.088 0.4077
C -2.710 -2.351 3.097 -0.4153
C -1.585 -0.763 -6.949 0.5960
C 1.404 -2.777 5.157 -0.8547
H 0.052 -2.523 -1.539 0.4804
H 2.226 -1.048 -4.589 0.5761
P 2.442 -0.470 -2.224 1.0609
C 0.870 3.067 -2.607 -1.2734
C -2.948 -2.523 -7.911 -0.3607
H 4.203 2.925 1.193 0.5289
H 3.496 1.998 3.160 0.6277
C -4.800 -2.819 1.946 -0.5624
H 0.269 0.932 5.415 0.4589
H 3.395 1.696 -2.827 0.2835
C 1.350 -0.676 6.348 -0.6441
C -4.629 -1.647 1.192 -0.6100
C 3.788 0.685 -2.661 -1.2688
C -0.036 -2.171 -0.495 -0.4682
C -0.947 -3.087 -6.653 -0.2729
H -1.389 4.064 -1.287 0.5509
H -1.606 5.097 3.829 0.4175
H -0.763 3.246 2.409 0.1523
H -3.390 0.077 0.785 0.4262
H 4.078 -2.036 -1.330 0.3704
H 4.826 0.659 1.921 0.5168
P 2.579 1.138 1.143 1.3255
```

Max |F| ... 0.06505 Eh/bohr
Total charge ... +3
Highest occupied orbital energy (spin up / spin down) ... -15.44 / -13.83 eV
ΔE to the lowest compared entry with this formula, charge and spin ... 13.5 kJ/mol
Kohn-Sham gap (spin up / spin down) ... 5.2 / 1.9 eV